Entry 1:
17
Properties=species:S:1:pos:R:3:forces:R:3 method="wB97M-V/def2-TZVPD" homo_ev=-7.90 charge=0 gap_ev=8.8 de_lowest_kj_mol=722.31
C -0.67184 1.78572 -1.29749 -4.997 -1.971 8.107
C -0.07852 -0.44673 -0.51305 2.259 -4.632 -4.395
C 0.59168 -0.35121 0.59502 -0.856 4.032 4.630
C 1.58645 -1.40329 0.94953 -0.611 -2.977 0.292
C 1.60913 -2.60484 0.18931 1.801 2.365 3.545
H -2.06994 1.09930 1.08903 1.028 3.915 0.168
H -1.80332 3.02773 1.53927 -0.633 -1.492 -0.094
H -0.51772 2.48408 -1.98677 1.243 1.560 -4.120
H -1.11702 -0.07116 -2.20683 -0.235 -1.321 -2.724
H 0.45534 -1.45397 -1.08928 -2.377 3.020 0.987
H 0.20823 0.64271 1.44631 1.760 -3.217 -2.662
H 2.12130 -1.34148 2.05187 -1.265 -0.247 -3.331
H 2.23985 -3.39476 0.54274 0.515 -0.173 0.531
H 1.18050 -2.95392 -0.71804 -0.728 0.602 -0.594
N -1.65344 2.15362 1.01896 0.748 -2.156 -3.542
N -1.15438 2.57677 -0.27604 1.265 -3.043 -0.315
N -0.92631 0.25143 -1.33454 1.082 5.735 3.519


Entry 2:
17
Properties=species:S:1:pos:R:3:forces:R:3 method="wB97M-V/def2-TZVPD" homo_ev=-8.51 charge=0 smiles="N[C@@]12C=NN[C@@H]1CC2" gap_ev=8.9 de_lowest_kj_mol=659.77
C -0.51224 -0.55188 0.02624 1.199 1.922 0.861
C -1.02489 0.73246 0.77175 0.398 2.073 -2.992
C 0.13671 1.66303 0.02301 0.506 -0.322 -0.469
C 0.42787 0.37422 -0.80738 2.618 0.792 -0.056
C 0.67161 -1.19491 0.91913 4.891 1.261 0.939
H -2.65748 -1.06186 -0.41359 5.064 -1.979 -0.793
H -1.02095 -2.36354 -0.60709 -2.769 2.502 -0.385
H -1.97718 1.14858 0.42241 -0.306 -0.778 0.802
H -0.68714 0.86700 1.76358 -0.961 -0.404 1.352
H 0.75983 1.78915 0.91623 0.850 0.141 -0.938
H 0.23895 2.68227 -0.63507 -1.344 -2.427 1.826
H 0.38733 0.55508 -1.87846 -1.261 -0.280 -0.068
H 2.07374 -0.75276 -1.65776 -0.280 2.219 3.929
H 0.84965 -1.68107 2.07441 -1.429 1.262 -3.500
N -1.47016 -1.33925 -0.72134 -1.724 -1.583 1.730
N 1.85597 -0.07388 -0.67784 -0.752 -1.210 -3.949
N 1.94836 -0.79264 0.48178 -4.700 -3.191 1.711